# 1
This record from the Open Molecules 2025 dataset describes 12 unconnected molecules or ions with the total composition C6H38NO11 in a non-equilibrium geometry. The level of theory is ωB97M-V with the def2-TZVPD basis set.

Results
Spin multiplicity   2
Highest occupied orbital energy (spin up / spin down)   -0.0859 / -0.3864 Eh

```
56
Properties=species:S:1:pos:R:3:forces:R:3
C -0.071 -1.676 -2.621 1.2 -1.8 0.1
C -0.522 -0.590 -1.686 -0.6 0.8 -0.7
C -0.829 0.751 -2.398 0.5 0.1 0.9
C -2.040 0.649 -3.308 -1.0 1.2 0.2
C -3.134 1.702 -2.900 -0.2 0.1 -1.0
C -2.644 3.119 -2.558 -0.9 -0.4 0.7
N 0.420 -0.186 -0.587 -0.4 -1.2 0.1
H -0.736 -2.547 -2.724 -0.8 0.9 -0.2
H 0.763 -2.309 -2.247 0.2 1.1 0.0
H 0.206 -1.285 -3.599 0.0 -0.2 0.0
H -1.483 -0.857 -1.233 0.8 -0.2 0.2
H 0.079 1.264 -2.752 -0.1 -0.6 -0.7
H -1.071 1.436 -1.577 -0.4 -0.2 0.0
H -1.968 0.886 -4.371 1.1 -0.4 0.1
H -2.444 -0.362 -3.250 -0.2 0.0 0.0
H -3.879 1.346 -2.186 0.3 -0.1 0.2
H -3.678 1.887 -3.842 -0.3 -0.3 0.4
H -2.040 3.204 -1.649 0.5 -0.1 -0.5
H -2.229 3.555 -3.461 0.5 0.3 0.3
H -3.522 3.699 -2.259 -0.1 0.1 -0.4
H 1.246 0.283 -0.971 -0.3 0.5 0.1
H 0.839 -0.906 0.044 -0.2 -0.1 -0.4
H -0.183 0.364 0.039 0.6 0.7 0.0
H -0.712 -2.172 4.804 0.6 -0.6 0.0
H 0.434 -1.312 5.611 -0.1 -1.0 0.1
O -0.350 -1.330 5.063 -0.2 1.7 0.2
H -3.242 -0.244 -0.288 0.1 0.2 0.0
H -3.171 -1.025 0.989 0.2 -0.1 0.2
O -2.585 -0.609 0.332 -0.6 0.0 0.1
H 1.178 0.482 4.459 -0.2 0.1 0.4
H 0.564 1.943 4.495 0.2 -0.1 0.2
O 0.588 1.108 4.018 0.0 0.1 -0.3
H 2.093 -2.800 0.597 0.5 0.2 0.0
H 0.680 -2.556 0.931 -0.2 0.1 0.8
O 1.556 -2.167 1.109 -0.4 -1.0 -0.8
H 1.439 0.662 2.615 -0.8 0.2 -0.8
H 2.669 0.376 1.986 0.3 -0.2 -0.9
O 1.741 0.405 1.708 1.0 0.5 1.4
H 4.135 -3.079 -0.926 0.5 -0.7 -0.6
H 3.176 -4.396 -1.271 0.9 0.0 -0.4
O 3.308 -3.549 -0.851 -1.5 0.7 1.1
H 2.057 -1.445 3.197 -0.4 -0.4 0.4
H 3.484 -1.308 3.329 0.4 -0.2 0.6
O 2.726 -1.469 3.908 -0.1 0.5 -0.9
H -1.895 -1.599 2.668 -0.3 0.1 0.4
H -2.256 -2.842 3.610 -0.5 0.4 -0.3
O -1.597 -2.443 3.034 0.6 -0.8 -0.3
H 2.628 2.988 0.010 0.1 0.0 0.0
H 1.248 2.725 -0.497 0.0 -0.1 0.0
O 2.176 2.665 -0.779 -0.5 0.5 0.6
H 2.339 1.584 -2.636 0.1 0.0 -0.4
H 3.201 1.166 -1.557 0.3 -0.1 0.1
O 2.970 0.882 -2.446 -0.2 -0.4 -0.1
H -0.205 1.339 1.925 -0.1 0.1 0.2
H -1.037 2.595 1.695 -0.2 -0.1 -0.1
O -0.422 1.997 1.252 0.0 0.3 -0.3
```
Forces are in eV/Å.

Mulliken atomic charge list, values in e, 4 entries: -1.55, -0.18, -0.07, -0.54

# 2
This record from the Open Molecules 2025 dataset describes 14 unconnected molecules or ions with the total composition C6H38O14 in a non-equilibrium geometry. The level of theory is ωB97M-V with the def2-TZVPD basis set.

Results
Highest occupied orbital energy   -0.3518 Eh
Energy above the lowest of the compared OMol25 structures with the same formula, charge and spin   112.51 kJ/mol

```
58
Properties=species:S:1:pos:R:3:forces:R:3
O -3.181 -1.487 -0.289 0.4 0.2 0.2
C -2.874 -1.308 -1.451 -0.9 -0.6 0.0
C -1.573 -1.675 -2.089 0.9 0.6 -0.3
C -0.254 -1.336 -1.367 0.0 -0.6 0.9
C -0.169 -1.790 0.133 -0.3 0.0 -1.8
C 1.077 -1.192 0.762 -0.3 0.7 1.4
C 2.250 -2.151 0.993 0.0 0.2 -0.5
H -3.726 -1.025 -2.111 0.5 0.3 -0.2
H -1.491 -1.188 -3.076 -0.3 -0.4 0.2
H -1.601 -2.765 -2.234 -0.2 0.1 -0.1
H 0.527 -1.895 -1.877 -0.1 0.0 -0.2
H 0.030 -0.291 -1.499 -0.4 0.1 0.2
H -1.098 -1.580 0.649 0.2 0.4 0.2
H -0.165 -2.887 0.058 0.4 0.0 0.4
H 1.245 -0.192 0.324 0.6 -0.7 -0.4
H 0.840 -0.868 1.789 -0.3 -0.2 0.0
H 1.876 -2.862 1.755 0.6 0.0 -0.6
H 3.112 -1.619 1.374 0.1 0.2 0.5
H 2.679 -2.620 0.089 -0.7 -0.2 0.3
H 0.411 1.884 1.302 0.6 0.4 -0.1
H 0.732 2.750 -0.008 0.2 0.1 0.4
O 0.193 2.066 0.384 -1.2 -0.7 -0.2
H -1.222 0.238 3.398 -1.3 0.9 -0.5
H -1.939 1.752 3.233 0.2 -1.2 -0.1
O -1.200 1.210 3.557 1.2 0.7 0.5
H -2.772 -0.790 2.066 -0.5 -0.2 0.3
H -2.607 -1.580 3.440 -0.4 -0.1 -0.3
O -2.172 -1.044 2.775 0.7 -0.4 0.1
H 1.919 -1.532 -3.398 0.0 -0.2 -0.3
H 2.511 -2.920 -3.547 0.1 0.0 0.0
O 1.722 -2.412 -3.755 0.0 0.1 0.0
H 0.350 1.540 -3.784 0.1 -0.5 -0.2
H 0.582 0.679 -5.046 -0.1 0.1 -0.7
O 0.541 0.641 -4.099 0.1 0.3 0.9
H 0.350 1.536 4.139 -0.1 0.0 0.3
H 1.606 0.993 4.919 0.0 -0.4 0.2
O 1.267 1.741 4.437 -0.1 0.4 -0.3
H -2.140 -4.327 0.696 -0.3 -0.3 0.5
H -3.441 -3.672 0.953 -0.2 0.0 0.2
O -2.927 -4.427 1.266 0.5 0.4 -0.7
H -3.437 0.672 0.623 0.0 0.1 0.0
H -4.669 1.436 1.009 -0.2 0.1 0.1
O -3.922 0.980 1.404 0.3 -0.1 -0.2
H 3.032 2.038 2.230 -0.3 0.7 -0.6
H 1.799 2.285 2.942 0.1 0.7 -0.1
O 2.256 2.632 2.127 0.7 -1.2 0.7
H 2.591 2.383 -0.812 0.7 0.4 0.3
H 3.137 1.909 -2.254 0.2 0.7 0.8
O 2.471 1.812 -1.559 -0.7 -0.8 -1.0
H -1.697 2.219 -1.889 0.2 0.1 0.5
H -1.306 1.551 -0.485 0.4 0.6 -0.4
O -1.849 1.485 -1.287 -0.9 -0.7 -0.3
H 3.621 0.248 -4.033 -0.1 -0.3 0.3
H 2.956 0.226 -2.635 0.1 -0.3 -0.1
O 3.666 -0.176 -3.162 -0.1 0.3 -0.1
H 0.492 4.222 1.321 0.1 0.0 0.2
H 1.223 5.369 0.610 -0.4 -0.1 0.4
O 0.366 5.114 0.989 0.3 0.3 -0.5
```
Forces are in eV/Å.

Mulliken atomic charge list, values in e, 4 entries: -0.49, -0.12, -0.87, -0.20

# 3
This record from the Open Molecules 2025 dataset describes 13 unconnected molecules or ions with the total composition C6H39NO13 in a non-equilibrium geometry. The level of theory is ωB97M-V with the def2-TZVPD basis set.

Results
Highest occupied orbital energy   -0.3379 Eh
Energy above the lowest of the compared OMol25 structures with the same formula, charge and spin   497.93 kJ/mol

```
59
Properties=species:S:1:pos:R:3:forces:R:3
C -0.854 0.389 0.773 -0.4 0.8 -0.8
C -1.501 0.757 -0.578 0.2 -0.5 0.5
C -2.971 0.986 -0.346 -1.4 2.3 -1.6
O -3.152 2.168 0.482 -0.4 -0.4 1.2
C -0.909 -1.098 1.141 1.4 0.4 0.7
N 0.391 -1.314 1.958 -1.5 -1.5 -0.2
C 0.080 -2.071 3.221 1.3 0.4 -0.6
C 1.306 -2.173 1.199 -0.4 -0.1 -1.5
H 0.212 0.653 0.736 -0.8 0.2 0.6
H -1.379 1.062 1.470 0.7 -0.5 0.4
H -1.176 1.720 -0.967 0.6 0.1 0.1
H -1.168 0.015 -1.309 -0.7 0.0 -0.2
H -3.583 0.238 0.129 0.5 -0.6 0.2
H -3.568 1.343 -1.229 0.9 -1.2 -0.1
H -2.504 2.869 0.360 0.2 -0.3 -0.4
H -1.786 -1.363 1.770 0.5 0.1 -0.7
H -0.871 -1.704 0.202 -0.2 0.2 0.8
H -0.949 -1.853 3.490 0.1 -0.4 0.4
H 0.372 -3.139 3.137 -1.0 0.2 -0.3
H 0.776 -1.784 4.009 -0.2 0.6 0.2
H 2.325 -2.080 1.482 0.5 -0.3 1.0
H 1.482 -1.927 0.113 -1.0 0.1 0.8
H 0.957 -3.228 1.270 0.5 0.3 -0.3
H -0.736 1.049 -4.821 -0.2 0.3 -0.2
H 0.461 1.111 -3.959 -0.6 0.6 -0.5
O -0.120 1.715 -4.491 0.7 -1.0 0.7
H 0.435 -1.298 -2.715 0.0 0.1 0.1
H 1.356 -0.072 -2.416 -0.2 -0.6 0.1
O 1.070 -0.698 -3.118 0.1 0.3 -0.3
H -5.295 1.007 1.046 -0.2 0.0 0.0
H -4.569 0.375 2.178 -0.1 -0.1 0.1
O -5.356 0.240 1.633 0.2 0.2 0.0
H 1.496 3.691 3.179 -0.3 0.4 -0.1
H 1.065 2.304 2.984 -0.5 -0.1 -0.2
O 0.733 3.202 2.844 0.7 -0.3 0.3
H 1.043 3.712 -4.164 0.1 0.1 -0.3
H 2.130 2.710 -4.105 0.2 0.0 0.0
O 1.965 3.632 -3.874 -0.4 0.1 -0.4
H -4.849 -1.592 0.902 0.1 0.1 0.0
H -4.114 -2.927 1.241 -0.3 0.1 0.1
O -4.126 -2.181 0.633 -0.1 0.1 0.7
H -2.276 -3.873 -1.245 0.0 0.0 0.0
H -3.240 -2.841 -0.552 0.0 -0.5 -1.3
O -3.073 -3.354 -1.390 0.3 0.3 0.6
H 4.629 1.693 -0.469 0.1 -0.2 0.2
H 3.219 1.070 -0.419 0.7 -0.4 0.2
O 4.127 0.991 -0.032 -0.2 0.4 -0.4
H 2.026 3.280 -0.966 0.3 1.0 -0.5
H 1.117 3.814 -2.203 1.0 -0.4 0.3
O 1.157 3.312 -1.371 -1.1 -0.3 0.9
H 3.645 -3.018 -0.784 -0.1 -0.1 0.7
H 4.363 -1.750 -0.725 0.0 0.4 0.5
O 3.902 -2.354 -0.120 0.4 -0.2 -1.6
H 3.314 -1.298 2.716 0.0 0.2 0.1
H 4.403 -1.434 1.650 -0.1 -0.1 0.5
O 4.248 -1.481 2.610 0.4 0.1 -0.2
H 1.311 1.694 -1.056 -0.6 -0.3 0.1
H 1.347 0.325 -0.174 -0.2 0.1 0.1
O 1.661 0.778 -0.957 0.6 0.1 -0.7
```
Forces are in eV/Å.

Mulliken atomic charge list, values in e, 4 entries: -0.21, -0.17, -0.34, -0.60